Record 1
{
  "formula": "C41H61Cu2F9N8O3P",
  "method": "the ωB97M-V functional and the def2-TZVPD basis",
  "elements": ["Cu", "Cu", "P", "F", "F", "F", "F", "F", "F", "F", "F", "F", "O", "O", "O", "N", "N", "N", "N", "N", "N", "N", "N", "C", "C", "C", "C", "C", "C", "C", "C", "C", "C", "C", "C", "C", "C", "C", "C", "C", "C", "C", "C", "C", "C", "C", "C", "C", "C", "C", "C", "C", "C", "C", "C", "C", "C", "C", "C", "C", "C", "C", "C", "C", "H", "H", "H", "H", "H", "H", "H", "H", "H", "H", "H", "H", "H", "H", "H", "H", "H", "H", "H", "H", "H", "H", "H", "H", "H", "H", "H", "H", "H", "H", "H", "H", "H", "H", "H", "H", "H", "H", "H", "H", "H", "H", "H", "H", "H", "H", "H", "H", "H", "H", "H", "H", "H", "H", "H", "H", "H", "H", "H", "H", "H"],
  "coordinates": [[-0.986, 0.149, -4.336], [1.976, 0.373, -3.753], [-0.614, -0.089, -0.299], [0.086, 1.212, 0.319], [-1.745, -8.350, -1.354], [-2.656, -7.282, -3.092], [-2.014, 0.246, 0.564], [0.022, -0.926, 1.024], [0.612, -0.311, -1.355], [-0.877, -6.544, -2.326], [-1.399, -1.423, -0.902], [-1.389, 0.746, -1.433], [-2.173, -5.103, -0.662], [-3.953, -6.542, -0.639], [0.409, 1.924, -3.969], [0.943, -2.056, 5.750], [1.571, 3.883, -2.406], [-1.298, -3.173, -5.264], [0.933, 2.262, 4.368], [-3.850, -1.028, -4.644], [-1.059, 4.253, -0.260], [4.065, -1.178, -2.044], [1.391, -3.088, -1.304], [0.678, -2.633, 3.669], [2.289, 5.038, -0.591], [1.868, 4.193, 3.090], [2.166, -2.275, 5.265], [-2.137, -3.791, -6.175], [-3.520, 1.035, -3.711], [-3.731, -0.131, -5.658], [-1.939, -3.576, 1.218], [2.033, -2.776, 4.004], [4.397, -1.051, -3.391], [0.006, -2.184, 4.783], [1.489, 5.202, -2.693], [2.847, 3.697, 5.409], [-2.777, -4.048, 0.033], [-2.813, -6.283, -1.004], [1.930, 1.339, 3.631], [2.619, 4.790, 4.366], [-1.790, -3.526, -4.012], [-0.332, 1.474, 4.753], [1.959, 3.768, -1.107], [-2.006, -7.149, -1.931], [-3.175, -4.457, -5.448], [1.892, -3.844, -2.261], [-3.211, 4.307, 0.526], [0.659, 3.416, 3.437], [-2.717, 0.623, 3.755], [3.278, -3.915, -0.421], [4.606, 0.323, -3.682], [1.617, 2.800, 5.638], [1.969, 5.947, -1.607], [-2.157, 3.517, 0.093], [3.845, 0.070, -1.552], [-2.946, -4.263, -4.127], [-1.167, 0.904, 3.546], [-2.696, 5.629, 0.535], [-1.435, 5.633, -0.109], [-3.455, 1.125, -5.114], [2.963, -4.482, -1.667], [4.221, 1.019, -2.533], [2.241, -3.053, -0.238], [-3.690, -0.358, -3.499], [0.232, 3.073, 2.494], [3.010, -2.053, 5.901], [-0.149, 3.934, 3.954], [-0.709, 6.433, -0.122], [0.518, -2.600, -1.444], [-3.948, -0.481, -6.657], [-3.504, -4.743, -3.336], [1.652, 4.935, 2.322], [-0.975, 2.156, 5.308], [-3.771, -4.382, 0.332], [4.157, -4.172, 0.152], [1.413, 0.995, 2.735], [-3.071, -0.087, 3.009], [1.910, -2.387, 0.545], [-3.736, -0.981, -2.619], [-0.745, -0.051, 3.233], [-3.154, 6.510, 0.959], [3.443, 0.209, -0.559], [-2.902, -3.269, -0.719], [2.106, 0.501, 4.305], [-1.064, 1.653, 2.761], [-2.207, -2.587, 1.591], [-0.139, 3.925, -0.518], [4.355, -1.933, -4.014], [4.172, 2.087, -2.382], [3.708, 3.082, 5.151], [2.662, 5.178, 0.413], [0.594, -1.787, 6.659], [2.005, 2.801, -0.629], [3.044, 4.100, 6.403], [2.067, 7.021, -1.661], [-0.903, -3.423, 0.915], [-4.172, -1.982, -4.713], [2.886, -3.095, 3.425], [0.864, 3.402, 6.146], [3.530, 5.282, 4.023], [-2.961, 0.175, 4.718], [-2.151, 2.437, 0.109], [1.650, 2.060, 6.438], [-0.147, 2.486, -3.395], [-0.125, 0.706, 5.497], [2.667, 3.675, 2.560], [3.778, -2.032, -1.586], [3.481, -5.219, -2.262], [2.018, 5.590, 4.796], [2.861, 1.848, 3.377], [-3.590, 1.765, -2.919], [-3.325, 1.497, 3.523], [-4.164, 3.968, 0.905], [1.411, -4.015, -3.212], [1.152, 5.537, -3.662], [-1.024, -1.873, 4.877], [-1.947, -4.389, 1.943], [0.243, -2.787, 2.692], [4.953, 0.785, -4.595], [-1.244, -3.191, -3.143], [-3.947, -5.133, -5.785], [1.291, 3.141, -3.031], [-1.966, -3.773, -7.241], [-3.451, 2.040, -5.688], [-0.515, -2.572, -5.480]],
  "spin_multiplicity": 1,
  "total_charge": 1,
  "e_lumo_ev": -3.75,
  "total_energy_ev": -184591.2786,
  "gap_ev": 5.8,
  "max_force_ev_per_a": 4.84
}


Record 2
{
  "formula": "C29H47NaO8P",
  "method": "the ωB97M-V functional and the def2-TZVPD basis",
  "elements": ["P", "Na", "O", "O", "O", "O", "O", "O", "O", "O", "C", "C", "C", "C", "C", "C", "C", "C", "C", "C", "C", "C", "C", "C", "C", "C", "C", "C", "C", "C", "C", "C", "C", "C", "C", "C", "C", "C", "C", "H", "H", "H", "H", "H", "H", "H", "H", "H", "H", "H", "H", "H", "H", "H", "H", "H", "H", "H", "H", "H", "H", "H", "H", "H", "H", "H", "H", "H", "H", "H", "H", "H", "H", "H", "H", "H", "H", "H", "H", "H", "H", "H", "H", "H", "H", "H"],
  "coordinates": [[0.064, -2.707, 0.074], [-0.284, 0.545, 0.007], [-2.229, 0.390, -0.211], [-1.930, 5.095, 0.086], [-4.808, 4.390, -0.004], [-0.423, 2.558, 0.078], [0.233, 0.443, 2.254], [2.054, 0.528, -0.017], [-5.001, 1.437, 0.078], [0.316, 0.670, -2.161], [2.093, 1.464, 1.044], [-0.530, -4.200, -2.420], [2.467, 1.036, -1.260], [-4.326, -3.229, 1.820], [-2.052, -2.090, 1.778], [0.503, -4.731, 2.057], [1.322, 1.650, -2.058], [-0.046, -2.876, -1.800], [-1.691, 2.700, 0.037], [2.965, -3.282, 1.113], [2.341, -3.119, 2.502], [0.600, -4.969, -3.099], [1.190, -2.664, -3.963], [1.258, -2.414, -2.461], [-3.867, 3.600, 0.033], [-3.379, -4.414, 1.661], [-2.419, 3.956, 0.069], [1.207, -4.170, -4.257], [-0.795, 1.090, -2.912], [-3.965, 2.108, 0.018], [1.606, 0.737, 2.289], [-1.768, -2.837, 0.474], [1.700, -4.421, 2.959], [-2.454, -4.216, 0.459], [-0.587, 1.434, 2.833], [-3.557, -1.902, 1.953], [0.782, -4.399, 0.578], [-2.598, 1.601, -0.067], [2.291, -4.418, 0.347], [-3.892, -1.196, 1.194], [-3.955, -5.333, 1.518], [1.359, -4.334, 3.993], [-0.468, 1.434, 3.925], [2.866, 0.178, -1.811], [0.938, 2.533, -1.541], [1.553, -2.364, 2.458], [2.124, -2.934, -2.056], [0.219, -5.923, -3.473], [-4.981, -3.191, 0.948], [0.654, -4.364, -5.179], [-0.568, 1.078, -3.989], [-2.213, -2.202, -0.300], [2.434, -5.230, 2.926], [1.456, 2.321, 0.844], [0.233, -5.787, 2.160], [1.847, 1.326, 3.183], [1.381, -1.353, -2.257], [3.095, -2.789, 3.219], [-1.605, 0.402, -2.697], [-0.345, -4.142, 2.403], [-2.789, -4.544, 2.570], [-1.632, -2.606, 2.643], [2.524, -4.328, -0.714], [-3.751, -1.450, 2.928], [-3.050, -4.307, -0.452], [0.330, -5.174, -0.050], [-1.727, -5.029, 0.458], [1.681, 1.943, -3.058], [-1.615, 1.185, 2.584], [-0.790, -2.100, -2.022], [-1.588, -1.108, 1.709], [-0.370, 2.428, 2.443], [2.686, -5.384, 0.676], [3.269, 1.776, -1.136], [3.128, 1.811, 1.192], [-4.963, -3.391, 2.693], [1.373, -5.198, -2.365], [2.029, -2.180, -4.472], [2.233, -4.508, -4.422], [-1.291, -3.979, -3.171], [-1.000, -4.836, -1.672], [2.836, -2.354, 0.553], [4.036, -3.487, 1.192], [-1.118, 2.092, -2.627], [2.118, -0.226, 2.337], [0.272, -2.214, -4.344]],
  "spin_multiplicity": 1,
  "total_charge": -1,
  "e_lumo_ev": 1.89,
  "total_energy_ev": -60922.7444,
  "gap_ev": 5.6,
  "max_force_ev_per_a": 2.52
}


Record 3
{
  "formula": "C5H11N3",
  "method": "the ωB97M-V functional and the def2-TZVPD basis",
  "elements": ["N", "N", "N", "C", "C", "C", "C", "C", "H", "H", "H", "H", "H", "H", "H", "H", "H", "H", "H"],
  "coordinates": [[1.368, -0.242, -0.011], [-0.929, -0.543, -0.162], [-3.342, -0.353, -0.392], [0.058, 0.251, 0.026], [2.390, 0.723, -0.592], [-2.223, 0.007, 0.275], [0.084, 1.812, 0.446], [1.729, -1.864, 0.384], [1.659, -2.461, -0.629], [2.851, -1.731, 0.636], [-2.120, 0.367, 1.588], [-1.073, 2.086, 0.090], [2.084, 2.002, -0.852], [0.784, 2.208, -0.231], [2.268, 0.253, -1.741], [-2.960, -1.032, -1.296], [3.301, 0.814, 0.227], [0.282, 1.994, 1.574], [1.024, -2.109, 1.355]],
  "spin_multiplicity": 1,
  "total_charge": 0,
  "e_lumo_ev": 0.53,
  "total_energy_ev": -9826.3815,
  "gap_ev": 9.0,
  "e_above_lowest_kcal_mol": 173.5,
  "max_force_ev_per_a": 5.62
}


Record 4
{
  "formula": "C5H7Br4NO2",
  "method": "the ωB97M-V functional and the def2-TZVPD basis",
  "elements": ["Br", "Br", "Br", "Br", "O", "O", "N", "C", "C", "C", "C", "C", "H", "H", "H", "H", "H", "H", "H"],
  "coordinates": [[2.709, 0.902, 1.010], [4.412, -1.586, -0.078], [-3.789, -1.285, -0.102], [-0.563, -1.806, 1.280], [0.784, 1.852, -1.170], [0.653, -0.038, -2.333], [1.217, 0.529, -1.430], [1.959, -0.009, -0.513], [-2.105, -0.274, -0.399], [-1.161, -0.034, 0.723], [-0.802, 1.180, 1.157], [2.517, -1.344, -0.671], [2.537, -1.661, -1.772], [-0.108, 1.422, 1.941], [-1.549, -0.726, -1.231], [-2.676, 0.767, -0.567], [-0.073, 2.008, -1.655], [1.907, -2.118, -0.128], [-1.462, 1.937, 0.596]],
  "spin_multiplicity": 1,
  "total_charge": 0,
  "e_lumo_ev": 0.00,
  "total_energy_ev": -291048.1941,
  "gap_ev": 9.4,
  "e_above_lowest_kcal_mol": 46.6,
  "max_force_ev_per_a": 3.60
}


Record 5
{
  "formula": "C4H2N4",
  "method": "the ωB97M-V functional and the def2-TZVPD basis",
  "elements": ["N", "N", "N", "N", "C", "C", "C", "C", "H", "H"],
  "coordinates": [[-0.981, -0.067, 0.500], [1.557, -2.019, 2.131], [0.199, 0.316, -0.238], [1.658, 1.853, -2.811], [-0.739, -0.989, 1.374], [-0.212, 1.007, -1.221], [0.759, 1.504, -2.168], [0.546, -1.576, 1.730], [-1.511, -1.307, 2.012], [-1.276, 1.277, -1.310]],
  "spin_multiplicity": 1,
  "total_charge": 0,
  "e_lumo_ev": -1.49,
  "total_energy_ev": -10137.5590,
  "gap_ev": 9.8,
  "e_above_lowest_kcal_mol": 52.3,
  "max_force_ev_per_a": 3.07
}


Record 6
{
  "formula": "C26H21AuN5OS",
  "method": "the ωB97M-V functional and the def2-TZVPD basis",
  "elements": ["Au", "S", "O", "N", "N", "N", "N", "N", "C", "C", "C", "C", "C", "C", "C", "C", "C", "C", "C", "C", "C", "C", "C", "C", "C", "C", "C", "C", "C", "C", "C", "C", "C", "C", "H", "H", "H", "H", "H", "H", "H", "H", "H", "H", "H", "H", "H", "H", "H", "H", "H", "H", "H", "H", "H"],
  "coordinates": [[0.046, -0.469, -0.321], [-0.096, 3.558, 0.639], [-0.021, 2.364, -0.231], [0.127, -0.462, 1.828], [2.084, -0.683, 0.136], [1.342, -0.453, 2.375], [4.352, -0.917, -0.288], [-1.990, -0.595, 0.145], [-3.166, 5.138, -1.325], [-3.635, 6.072, -0.396], [2.320, -0.555, 1.514], [3.104, -0.874, -0.685], [3.687, -0.552, 1.982], [1.777, 4.788, -0.874], [-1.497, 4.500, 0.240], [6.049, -0.716, 1.432], [-2.204, -0.583, 1.490], [1.908, 5.147, 1.553], [-4.329, -0.833, -0.217], [2.992, 5.990, 1.357], [3.463, 6.226, 0.072], [-4.559, -0.781, 1.142], [-3.025, -0.714, -0.685], [-3.475, -0.645, 2.011], [4.714, -0.730, 1.054], [6.352, -0.501, 2.760], [-1.957, 5.422, 1.191], [1.318, 4.586, 0.428], [-1.019, -0.571, 2.371], [5.338, -0.331, 3.711], [4.017, -0.368, 3.332], [2.853, 5.640, -1.037], [-3.025, 6.225, 0.850], [-2.112, 4.311, -1.007], [5.599, -0.173, 4.748], [-2.807, -0.730, -1.744], [-1.746, 3.568, -1.702], [-1.118, -0.707, 3.445], [-1.491, 5.508, 2.165], [-4.499, 6.675, -0.641], [3.472, 6.453, 2.208], [-5.564, -0.862, 1.535], [4.327, 6.861, -0.071], [-3.399, 6.955, 1.554], [-3.622, -0.609, 3.082], [3.225, -0.262, 4.060], [3.214, 5.855, -2.033], [6.833, -0.867, 0.699], [2.908, -1.020, -1.740], [-5.136, -0.971, -0.923], [1.301, 4.317, -1.724], [-3.629, 5.067, -2.300], [5.078, -1.089, -0.972], [7.389, -0.466, 3.069], [1.542, 4.940, 2.550]],
  "spin_multiplicity": 3,
  "total_charge": 3,
  "e_lumo_ev": [-9.51, -11.90],
  "total_energy_ev": -51299.3287,
  "s2": 2.018,
  "gap_ev": [7.4, 5.0],
  "e_above_lowest_kcal_mol": 13.3,
  "max_force_ev_per_a": 0.77
}


Record 7
{
  "formula": "C6H9NNaO7",
  "method": "the ωB97M-V functional and the def2-TZVPD basis",
  "elements": ["Na", "O", "O", "O", "O", "O", "O", "O", "N", "C", "C", "C", "C", "C", "C", "H", "H", "H", "H", "H", "H", "H", "H", "H"],
  "coordinates": [[-2.015, 0.950, 1.772], [-0.047, 2.906, -1.686], [1.181, 0.598, 1.771], [-1.938, -1.047, 0.873], [-2.251, -3.017, -0.243], [-2.312, 1.810, 3.739], [-0.744, 1.771, 0.137], [-3.489, 1.824, 3.108], [0.441, -0.640, -0.968], [2.063, 0.274, 0.737], [1.602, -0.903, -0.099], [-0.196, 1.901, -0.991], [-1.822, -1.944, 0.089], [-0.459, -1.619, -1.183], [0.391, 0.636, -1.688], [2.280, 1.136, 0.095], [0.419, 1.036, 1.338], [1.336, -1.740, 0.546], [3.020, -0.019, 1.178], [1.413, 0.890, -1.971], [-0.034, -2.618, -1.120], [-0.186, 0.474, -2.596], [2.410, -1.224, -0.772], [-1.061, -1.438, -2.068]],
  "spin_multiplicity": 1,
  "total_charge": -1,
  "e_lumo_ev": [1.03, 2.49],
  "total_energy_ev": -26606.1011,
  "gap_ev": [4.7, 5.6],
  "max_force_ev_per_a": 0.90
}


Record 8
{
  "formula": "C9H6N4",
  "method": "the ωB97M-V functional and the def2-TZVPD basis",
  "elements": ["N", "N", "N", "N", "C", "C", "C", "C", "C", "C", "C", "C", "C", "H", "H", "H", "H", "H", "H"],
  "coordinates": [[-2.024, -2.880, 1.493], [-3.229, 2.406, 0.699], [-3.627, -0.118, -2.028], [-1.811, 0.439, 0.758], [0.161, -0.881, -0.777], [0.109, 0.313, -1.377], [-3.086, -0.368, -1.069], [-2.419, -0.648, 0.202], [-0.247, 0.700, 0.936], [-2.202, -1.925, 0.835], [0.057, 1.334, -0.396], [0.321, -0.714, 0.705], [-2.508, 1.536, 0.613], [1.333, -0.848, 0.907], [0.191, -1.939, -1.134], [-0.027, 2.288, -0.805], [-0.210, -1.479, 1.263], [0.228, 0.356, -2.464], [0.046, 1.243, 1.758]],
  "spin_multiplicity": 1,
  "total_charge": 0,
  "e_lumo_ev": [-1.54, -2.17],
  "total_energy_ev": -15384.8523,
  "gap_ev": [7.5, 6.6],
  "e_above_lowest_kcal_mol": 140.4,
  "max_force_ev_per_a": 4.72
}